Entry 1:
Formula: C31H27F9NO8S2
Source: OMol25
Level of theory: ωB97M-V/def2-TZVPD

Properties
HOMO energy   -4.946 eV
Net charge   -1
Kohn-Sham gap   6.908 eV
Energy   -96581.4227 eV
LUMO level   2.0 eV
Molecular weight   776.67 g mol⁻¹
Largest force on an atom   4.00 eV Å⁻¹

```
78
Properties=species:S:1:pos:R:3:forces:R:3
S -1.130 3.544 -1.547 -2.5277 -0.7965 -2.2102
S 1.088 -2.377 -1.470 0.1967 0.1686 -0.0699
F 0.551 3.030 3.308 0.0586 0.4287 -0.1469
F 1.623 2.708 1.046 -0.4255 0.0824 0.3819
F 0.756 6.092 0.546 0.1798 -0.3000 0.5016
F 2.090 4.466 3.687 -0.3595 0.6789 -0.2122
F 1.474 4.621 -0.834 -0.2562 -0.4640 0.1469
F -1.133 3.438 1.057 0.6324 -0.0321 -0.0249
F 0.085 5.106 2.997 0.6284 0.3245 -0.0667
F 2.826 4.475 1.349 -0.3105 0.0612 0.0205
F -1.519 5.374 0.206 0.1661 -0.0600 -0.2622
O -2.557 3.420 -1.522 -0.1924 -0.1348 1.1023
O 1.464 -6.463 1.264 0.0717 -0.0531 -0.0662
O -0.735 -6.907 0.948 0.1885 0.0585 0.0516
O -0.737 4.377 -2.649 1.6767 0.2757 0.6295
O -5.424 1.949 -0.090 0.3669 -0.3522 0.0773
O -2.201 1.176 -0.070 0.0131 -0.1177 -0.1111
O 0.440 -5.964 -0.682 -0.2083 -0.0077 0.0609
O -0.729 1.998 -4.642 0.0833 1.1230 -0.1995
N -1.269 -1.398 -0.014 -0.1169 -0.1319 0.0132
C 0.619 1.536 -2.399 1.0302 0.9819 -0.2614
C 0.323 -3.018 2.934 -0.1264 -0.1399 0.9289
C -0.569 -2.306 2.149 -0.8100 0.5254 0.4998
C 1.094 0.250 -2.376 0.2764 -0.5238 -0.1120
C -4.605 0.826 0.253 -0.6817 -0.3093 -0.2149
C -6.722 1.572 -0.483 -1.2390 0.9225 0.2783
C 6.150 -2.137 2.734 0.0776 -0.2259 0.0815
C 5.715 -3.410 3.034 0.2261 -0.8997 0.8760
C 3.006 -3.999 0.469 -0.2785 0.0911 1.2999
C -7.611 1.139 0.706 0.7303 -0.8485 -0.4355
C 0.820 -2.676 0.284 -0.6722 0.8249 -1.0877
C 1.454 -3.581 2.404 -0.1627 0.1599 -0.5679
C 0.401 -6.491 0.631 -0.1396 -0.2920 0.5497
C -0.630 -0.406 -0.808 0.3984 0.1823 -0.5051
C -0.723 4.298 0.113 -0.2459 0.2583 -0.0520
C 0.499 2.642 -4.637 1.0733 -2.9088 0.1821
C 1.061 4.210 2.885 -0.4569 -2.2803 0.3793
C -0.480 1.886 -1.612 0.3789 0.4870 0.5561
C 4.146 -3.341 1.253 -0.9619 -0.8641 -1.2860
C -1.105 0.902 -0.838 -0.8034 -0.1496 0.7588
C 1.698 -3.392 1.045 1.7858 -1.1309 -0.5704
C 0.492 -0.703 -1.579 -0.2140 -1.1640 0.7886
C -3.403 0.665 -0.666 -0.3090 0.3039 -0.3834
C 4.714 -4.030 2.310 0.1342 0.3575 -0.1536
C 1.555 3.994 1.407 0.8556 0.9423 -0.4169
C 4.571 -2.069 0.904 0.0662 -0.2766 0.2191
C -0.346 -2.120 0.813 0.4839 -0.2994 0.0427
C 0.376 1.327 -5.445 -2.8792 2.3793 1.4272
C 1.336 2.506 -3.302 -1.3001 1.1492 -1.5755
C 5.573 -1.496 1.655 0.5139 1.3660 -0.2606
C 0.764 4.764 0.310 -0.0855 0.3795 -0.2604
H 3.103 -3.866 -0.611 -0.0390 0.0749 0.2049
H -7.196 2.475 -0.895 0.3888 -0.1108 -0.0656
H 0.310 0.386 -4.906 1.3517 -0.3492 -0.8332
H -7.308 0.120 0.988 -0.1743 0.2281 0.2546
H 5.936 -0.501 1.396 -0.1259 -0.1383 0.0155
H -1.736 -2.073 -0.622 0.0418 0.1096 0.0158
H -8.667 1.075 0.418 0.1857 0.2248 0.0712
H -0.496 -6.130 -0.872 0.1401 0.2350 -0.5018
H 6.148 -3.986 3.852 0.0742 0.3214 -0.0490
H 0.111 -3.124 3.997 -0.0076 -0.0587 -0.1852
H -0.029 1.516 -6.436 0.9452 -0.9436 -0.3684
H 4.110 -1.566 0.058 0.1195 0.0135 0.1528
H -5.239 -0.066 0.120 0.3407 0.0177 0.0626
H 2.336 2.189 -3.603 -0.0722 -0.0545 0.4187
H -1.465 -1.871 2.589 0.1458 -0.0828 -0.0648
H -6.740 0.823 -1.290 0.2439 -0.0123 0.2450
H 2.990 -5.083 0.712 -0.2548 0.5814 -0.3864
H 1.963 -0.036 -2.964 -0.0910 0.1725 0.0793
H -3.318 -0.393 -0.938 0.3717 0.1351 0.2862
H -3.564 1.227 -1.598 -0.1903 -0.0628 0.2585
H -7.452 1.799 1.562 -0.1838 -0.0024 -0.2032
H 1.329 3.540 -2.954 0.4347 -0.3776 0.4814
H -4.344 0.844 1.319 0.2518 0.2038 -0.2784
H 6.938 -1.674 3.322 -0.1166 0.0094 -0.1470
H 0.609 3.564 -5.209 -0.1475 -0.1062 0.1713
H 2.163 -4.167 2.977 -0.2513 0.0818 0.0742
H 4.371 -5.033 2.551 0.0887 0.1413 -0.0497
```
Forces are in eV/Å.

=====

Entry 2:
Formula: C31H27N3O2PPt
Source: OMol25
Level of theory: ωB97M-V/def2-TZVPD

Properties
HOMO energy (alpha / beta)   -10.330 / -11.240 eV
Net charge   +1
Multiplicity   5
Kohn-Sham gap (alpha / beta)   7.791 / 5.623 eV
Energy   -53675.0884 eV
LUMO level (alpha / beta)   -2.5 / -5.6 eV
Molecular weight   699.63 g mol⁻¹
Largest force on an atom   2.02 eV Å⁻¹

```
65
Properties=species:S:1:pos:R:3:forces:R:3
Pt -0.058 -0.551 0.252 -0.0782 0.5459 0.2827
P 2.524 0.072 0.557 -0.0176 -0.2214 0.7788
O -2.176 -1.797 0.017 -0.0067 0.0107 -0.0944
O -0.058 0.465 2.337 -0.4142 -0.2666 0.0409
N -1.912 0.836 0.512 1.6420 -0.6582 0.9850
N -1.921 1.529 1.590 -1.0853 0.6381 -0.4723
N 0.430 -1.300 -2.682 -0.5579 0.8472 0.9046
C 3.301 -2.220 2.130 -0.0746 -0.0559 -0.1342
C 4.219 -0.026 -0.113 -0.3599 0.1002 -0.2221
C 0.612 -3.020 2.213 -0.1774 -0.2242 0.0775
C -3.254 2.400 -0.798 0.0765 0.0026 0.1234
C 6.485 0.728 -0.336 0.1177 0.0174 -0.0377
C 3.137 1.142 3.089 -0.0184 0.0226 -0.1517
C -2.848 2.796 5.427 0.0179 0.0772 0.1052
C -3.305 -0.081 -1.157 0.6319 1.0018 0.2887
C 0.995 -1.932 1.460 0.2585 0.3186 0.0125
C 2.330 3.287 3.815 -0.0123 0.0406 -0.0130
C 5.238 0.847 0.254 -0.1880 -0.0623 0.0693
C -4.027 -2.459 -1.315 0.2064 -0.1364 0.2629
C -2.030 2.426 6.485 -0.0244 0.0233 -0.0752
C -1.344 1.714 3.895 -0.0195 0.1289 0.5117
C 2.320 -1.496 1.462 -0.0844 0.2442 -0.2669
C 1.884 2.548 1.584 0.1145 -0.1651 -0.1047
C -2.507 2.449 4.135 0.1223 -0.0650 -0.1363
C -3.065 -1.439 -0.766 0.0096 -0.6141 0.1744
C 3.034 2.120 4.063 0.0705 0.0259 0.1048
C -1.034 1.211 2.560 0.5480 -0.5087 -0.2435
C 5.697 -1.106 -1.675 0.0756 -0.0297 -0.0340
C 4.455 -1.004 -1.078 -0.0280 0.0395 0.0349
C -2.783 1.009 -0.492 -1.3297 -0.2536 -1.0418
C -0.871 1.700 6.252 -0.0030 0.0138 0.0766
C 0.046 -0.724 -1.740 0.6089 -1.2288 -1.0695
C -0.526 1.342 4.964 -0.0427 -0.0071 -0.2402
C 1.757 3.505 2.573 -0.0053 0.0920 -0.0174
C 2.552 1.354 1.846 0.0725 0.0479 -0.2932
C 1.593 -3.727 2.907 -0.1742 0.0407 -0.1140
C 6.711 -0.230 -1.310 -0.0327 0.0200 0.0013
C 2.925 -3.345 2.844 0.2303 0.0408 0.0875
H 2.225 4.033 4.587 0.0223 0.0668 0.1198
H 5.063 1.604 1.003 -0.0296 0.0956 0.0630
H -4.995 -2.320 -0.836 -0.1065 0.0371 -0.0218
H 1.316 -4.585 3.502 -0.0573 -0.0652 -0.0188
H 1.205 4.413 2.378 0.0061 0.0747 -0.0101
H -3.139 2.725 3.306 -0.0604 0.0141 -0.0322
H 3.661 0.220 3.297 -0.0016 -0.0298 0.0352
H 3.656 -1.682 -1.352 -0.0093 -0.0854 -0.0556
H 7.672 -0.287 -1.795 0.1134 -0.0610 0.0062
H -3.756 3.350 5.614 -0.0368 0.0485 0.0033
H 0.742 -1.794 -3.488 0.0383 -0.0329 -0.2137
H 7.284 1.389 -0.033 0.0367 0.0773 -0.0154
H 0.362 0.761 4.762 0.0701 -0.0448 0.0087
H -4.046 0.093 -1.922 -0.0168 0.0754 -0.0630
H -0.253 1.400 7.085 0.0914 -0.0106 0.0308
H 3.505 1.967 5.021 0.0135 -0.0270 0.1462
H 4.334 -1.904 2.090 0.1107 0.0048 -0.0087
H 5.885 -1.860 -2.425 -0.0356 -0.0452 -0.0424
H -0.420 -3.336 2.268 -0.0793 -0.0023 -0.0348
H -2.300 2.700 7.494 -0.0334 0.0048 0.0903
H -4.166 2.376 -1.385 -0.0212 -0.0029 -0.0152
H -4.156 -2.334 -2.385 -0.0486 0.0415 -0.1560
H 3.678 -3.916 3.369 -0.0113 -0.0331 0.0576
H -2.489 2.933 -1.363 0.0720 0.0541 0.0028
H -3.672 -3.460 -1.091 0.0215 -0.0453 -0.0147
H 1.444 2.708 0.607 -0.0843 0.0117 -0.0144
H -3.420 2.940 0.132 -0.0328 0.0360 -0.0075
```
Forces are in eV/Å.

=====

Entry 3:
Formula: C31H28AuN4O6S
Source: OMol25
Level of theory: ωB97M-V/def2-TZVPD

Properties
HOMO energy   -11.101 eV
Net charge   +1
Kohn-Sham gap   5.504 eV
Energy   -65364.0030 eV
LUMO level   -5.6 eV
Molecular weight   781.62 g mol⁻¹
Largest force on an atom   0.69 eV Å⁻¹

```
71
Properties=species:S:1:pos:R:3:forces:R:3
Au 0.255 -0.346 -1.523 0.2137 -0.2855 0.3927
S -0.645 -2.729 2.693 0.2692 -0.0632 0.2202
O 5.812 -1.563 -6.469 0.0404 -0.0328 0.1231
O 7.172 -0.325 -5.243 0.0379 -0.1058 0.0726
O -1.680 -0.693 -1.903 -0.0612 -0.2568 -0.0990
O 0.618 -3.017 2.075 0.0380 0.0293 0.0238
O -1.043 -3.385 3.901 0.0423 -0.0274 -0.0643
O -2.906 -0.498 -0.044 -0.0748 -0.1544 0.0004
N -1.763 -2.964 1.556 -0.2125 0.1776 -0.2287
N -6.204 3.291 -1.464 -0.0292 -0.0044 0.0127
N 2.317 -0.518 -1.094 -0.1120 0.3248 -0.2530
N 0.537 -0.297 0.985 -0.1869 0.1639 0.0330
C -0.775 -0.969 3.061 -0.1756 0.1340 0.0347
C 2.378 -0.714 2.603 -0.1456 -0.0418 -0.0771
C -2.451 -2.708 -0.828 -0.1700 -0.3077 -0.2536
C 2.672 -0.695 0.118 -0.1138 -0.1636 0.3344
C 1.719 -0.655 3.762 -0.0393 -0.0698 0.0791
C -3.694 2.767 -1.817 -0.2635 0.0642 0.0175
C -1.034 2.165 -2.177 0.0102 0.0887 0.0446
C -2.164 -0.755 3.631 0.0361 -0.0461 -0.0191
C 3.732 -1.085 -4.464 -0.0931 -0.0123 0.0145
C -3.258 2.342 -3.074 0.0843 -0.0159 0.0135
C -0.968 2.023 3.515 0.0536 0.0117 0.0888
C -1.482 -3.334 0.171 0.0495 -0.0358 0.1733
C 1.746 -0.541 1.293 0.3763 -0.0177 -0.3488
C -2.210 1.759 3.924 -0.0906 -0.1090 -0.0009
C -2.816 2.930 -0.746 0.0894 -0.0259 -0.0334
C -3.131 2.862 4.379 0.0389 0.0139 0.0368
C 4.628 -0.312 -1.950 0.1006 0.0802 -0.0758
C -5.092 3.055 -1.620 0.1073 -0.0135 -0.0297
C -2.750 0.390 3.975 0.0507 0.0896 -0.0690
C 3.284 -0.602 -2.159 -0.2554 -0.0304 0.1848
C 5.515 -0.416 -3.003 -0.0275 -0.0392 -0.0075
C 5.079 -0.819 -4.263 0.0903 -0.0724 0.0785
C -1.485 2.639 -0.932 -0.0701 -0.0502 -0.0297
C -2.379 -1.204 -0.874 0.2452 0.6466 -0.0298
C 0.027 1.020 3.026 -0.0618 0.0570 0.0907
C -1.929 2.034 -3.251 -0.0031 0.0014 0.0728
C 6.125 -0.890 -5.346 -0.1086 0.2940 -0.2350
C 0.318 1.718 -2.284 0.1637 -0.2630 0.0934
C 2.830 -0.965 -3.417 0.1308 -0.0521 -0.0848
C 0.297 -0.231 3.936 0.0632 0.0028 -0.0312
C -0.498 0.057 1.928 -0.0089 -0.0738 -0.0497
H -1.390 0.352 1.382 0.0606 0.0374 -0.0043
H -3.755 0.306 4.372 -0.0138 0.0017 -0.0015
H -0.454 -3.043 -0.051 0.0133 0.0226 0.0723
H -2.733 -1.658 3.813 0.0333 -0.0081 0.0157
H 1.008 2.068 -1.522 0.0527 0.0768 -0.0698
H -2.188 -3.113 -1.806 -0.0864 0.0351 -0.0177
H 3.419 -1.010 2.603 0.0217 0.0201 -0.0136
H 6.561 -0.174 -2.872 0.0052 -0.0020 -0.0071
H -3.968 2.237 -3.881 -0.0047 0.0056 -0.0058
H -0.788 2.736 -0.110 0.0213 0.0037 0.0028
H -3.642 3.325 3.533 -0.0223 -0.0378 -0.0267
H 4.984 -2.045 -6.372 -0.0141 -0.0655 -0.0283
H 0.029 -0.141 4.984 -0.0113 -0.0098 -0.0036
H 2.268 -0.896 4.664 -0.0057 0.0074 0.0229
H 3.346 -1.362 -5.437 0.0250 0.0064 -0.0047
H -2.580 3.641 4.903 -0.0038 0.0346 -0.0383
H 4.996 0.029 -0.992 -0.0524 0.0164 0.0332
H 0.946 1.530 2.741 -0.0062 -0.0244 -0.0220
H -1.575 1.660 -4.202 0.0020 -0.0031 -0.0194
H -3.189 3.262 0.212 -0.0034 0.0149 0.0054
H 0.763 1.535 -3.256 -0.0873 0.0675 -0.0795
H -0.623 3.051 3.548 0.0128 0.0010 -0.0203
H 3.701 -0.969 0.338 0.0035 0.0139 -0.0370
H -1.529 -4.420 0.069 0.0133 0.0212 -0.0646
H 1.780 -1.174 -3.576 -0.0141 0.0007 -0.0061
H -3.901 2.484 5.049 0.0189 -0.0052 0.0372
H -3.476 -3.010 -0.607 0.0118 0.0391 0.0932
H -2.716 -3.024 1.885 0.0019 -0.0793 -0.0282
```
Forces are in eV/Å.